Entry 1:
# C12H31N5Si2

2 unconnected molecules or ions with the total composition C12H31N5Si2 (ωB97M-V/def2-TZVPD, OMol25).

The geometry in ORCA input format:
```
! wB97M-V def2-TZVPD RIJCOSX def2/J DEFGRID3
* xyz 0 1
N 1.4674 -4.2371 4.2924
C 2.1071 -3.4654 3.4802
C 2.3867 -1.9494 3.7233
C 1.0600 -1.0753 3.8548
C 0.2124 -1.1217 2.5329
N -1.2453 -0.9151 2.7762
C -1.6586 -1.9059 3.7328
N -2.7377 -2.6418 3.4757
N -0.9890 -2.1966 4.9605
C 0.2437 -1.3872 5.1663
H 1.4389 -5.1775 3.8722
H 2.5231 -3.9102 2.5282
H 3.0255 -1.7722 4.6276
H 2.9397 -1.5131 2.8420
H 1.4262 -0.0135 3.9636
H 0.4274 -2.0255 1.8878
H 0.5586 -0.2438 1.9100
H -1.7393 -1.1238 1.8949
H -3.1499 -3.2272 4.2021
H -3.1372 -2.6264 2.5424
H -1.6444 -1.8641 5.6850
H 0.9209 -1.9978 5.8311
H 0.0323 -0.4383 5.7294
C -2.0448 1.1125 -0.5545
Si -0.6048 1.4028 -1.7495
C 0.4411 -0.1665 -1.7335
C 0.4230 2.8105 -1.0368
N -1.2530 1.7578 -3.2899
Si -0.2535 2.0807 -4.6488
C 0.8523 0.6283 -5.1126
C 0.8312 3.6026 -4.4195
C -1.3733 2.4180 -6.1340
H -1.6612 0.8785 0.4497
H -2.6728 2.0030 -0.4836
H -2.6629 0.2754 -0.8921
H 0.6434 -0.4828 -0.6990
H 1.4061 -0.0124 -2.2185
H -0.0777 -0.9847 -2.2384
H -0.1061 3.7612 -1.1259
H 1.3881 2.8984 -1.5385
H 0.6253 2.6363 0.0291
H 1.6778 0.5072 -4.4074
H 1.2913 0.7848 -6.1044
H 0.2795 -0.3019 -5.1426
H 0.2463 4.4436 -4.0410
H 1.2725 3.9035 -5.3773
H 1.6558 3.4110 -3.7291
H -2.0175 3.2791 -5.9426
H -2.0029 1.5507 -6.3460
H -0.7720 2.6312 -7.0250
*
```

Values from the calculation:
**Lowest unoccupied orbital energy**: -1.55 eV
**Kohn-Sham gap**: 3.64 eV

Charges computed using Löwdin, reported in e:
1. N 0.08
2. C -0.23
3. C -0.14
4. C -0.26
5. C -0.14
6. N 0.11
7. C -0.28
8. N 0.22
9. N 0.07
10. C -0.15
11. H 0.05
12. H 0.12
13. H 0.12
14. H 0.12
15. H 0.15
16. H 0.14
17. H 0.13
18. H 0.13
19. H 0.15
20. H 0.14
21. H 0.15
22. H 0.12
23. H 0.13
24. C -0.21
25. Si 0.19
26. C -0.20
27. C -0.21
28. N -0.25
29. Si 0.21
30. C -0.21
31. C -0.21
32. C -0.21
33. H -0.02
34. H 0.02
35. H 0.01
36. H -0.02
37. H 0.01
38. H 0.02
39. H 0.02
40. H 0.01
41. H 0.00
42. H 0.00
43. H 0.01
44. H 0.02
45. H 0.02
46. H 0.01
47. H 0.00
48. H 0.01
49. H 0.01
50. H 0.01

Entry 2:
# C12H32AsIrN3SSi3

A molecular structure, C12H32AsIrN3SSi3 (ωB97M-V/def2-TZVPD, OMol25).

The geometry in ORCA input format:
```
! wB97M-V def2-TZVPD RIJCOSX def2/J DEFGRID3
* xyz 1 5
Ir 0.5054 -0.5083 0.6611
N 2.0873 0.9655 1.5724
N 2.6887 0.5057 2.7462
C 2.3942 -0.7030 3.2506
N 3.0765 -1.0795 4.3308
S 1.2282 -1.7504 2.5938
H 2.7406 0.9525 0.7913
H 1.7048 1.8929 1.7144
H 3.4766 1.0227 3.1084
H 3.7639 -0.4937 4.7757
H 2.8839 -1.9796 4.7364
C -2.2763 -0.7100 4.1097
Si -3.1999 -0.0248 2.6583
C -4.1712 1.4938 3.0943
C -4.2317 -1.3103 1.8052
As -1.5861 0.6521 1.0434
Si -2.5789 1.2028 -1.0498
C -2.8054 -0.4299 -1.9022
C -4.1861 2.0838 -0.7644
C -1.3264 2.2629 -1.9133
H -2.9865 -1.0502 4.8680
H -1.6338 0.0470 4.5633
H -1.6531 -1.5581 3.8222
H -4.9741 1.2347 3.7897
H -4.6246 1.9474 2.2119
H -3.5373 2.2414 3.5742
H -4.9794 -1.6968 2.5035
H -3.6216 -2.1484 1.4638
H -4.7601 -0.8974 0.9440
H -3.5007 -1.0780 -1.3660
H -1.8518 -0.9530 -1.9979
H -3.2028 -0.2638 -2.9074
H -4.9196 1.4479 -0.2652
H -4.6048 2.3762 -1.7314
H -4.0520 2.9901 -0.1716
H -0.3567 1.7607 -1.9472
H -1.2025 3.2241 -1.4112
H -1.6416 2.4563 -2.9417
C 5.2288 -1.7425 -2.5035
Si 3.7189 -0.9206 -3.2158
C 4.1246 0.7776 -3.8516
C 2.9518 -1.9610 -4.5463
C 2.5087 -0.7473 -1.8255
C 1.7176 -0.6470 -0.8940
H 5.9732 -1.9295 -3.2809
H 4.9701 -2.6992 -2.0461
H 5.6915 -1.1135 -1.7402
H 4.8026 0.7021 -4.7051
H 4.6135 1.3850 -3.0876
H 3.2274 1.3041 -4.1823
H 3.6494 -2.0813 -5.3785
H 2.0419 -1.4985 -4.9332
H 2.6947 -2.9536 -4.1727
*
```

Values from the calculation:
**Lowest unoccupied orbital energy (spin up / spin down)**: -2.49 / -4.52 eV
**Kohn-Sham gap (spin up / spin down)**: 7.94 / 6.67 eV

Charges computed using Löwdin, reported in e:
1. Ir 0.63
2. N -0.07
3. N -0.05
4. C -0.79
5. N 0.12
6. S 0.61
7. H 0.09
8. H 0.11
9. H 0.16
10. H 0.12
11. H 0.11
12. C -0.23
13. Si 0.24
14. C -0.22
15. C -0.22
16. As 0.71
17. Si 0.23
18. C -0.22
19. C -0.22
20. C -0.23
21. H 0.04
22. H 0.03
23. H 0.01
24. H 0.04
25. H 0.02
26. H 0.04
27. H 0.04
28. H 0.04
29. H 0.02
30. H 0.02
31. H 0.03
32. H 0.04
33. H 0.02
34. H 0.04
35. H 0.04
36. H 0.01
37. H 0.03
38. H 0.04
39. C -0.19
40. Si 0.40
41. C -0.19
42. C -0.19
43. C -0.21
44. C -0.40
45. H 0.04
46. H 0.03
47. H 0.03
48. H 0.04
49. H 0.03
50. H 0.03
51. H 0.04
52. H 0.03
53. H 0.04

Entry 3:
# C12H32BIO6S2Si2

A molecular structure, C12H32BIO6S2Si2 (ωB97M-V/def2-TZVPD, OMol25).

The geometry in ORCA input format:
```
! wB97M-V def2-TZVPD RIJCOSX def2/J DEFGRID3
* xyz 0 1
C -4.5427 1.9823 -3.0940
B -3.0950 1.3736 -3.1121
O -2.7996 0.4908 -4.1319
Si -1.7012 1.8527 -1.7366
C -0.5644 3.2411 -2.3432
C 0.9275 2.8978 -2.2654
C 1.3843 2.6380 -0.8440
I 3.1898 1.4451 -0.8392
O -0.7555 0.5113 -1.3749
Si -1.5880 -0.8133 -0.7842
C -0.5395 -1.6932 0.4955
C 0.9175 -1.1693 0.5948
C 1.2354 -0.6157 1.9716
C 0.4531 0.6116 2.3128
O -0.3404 1.1691 1.5925
O 0.7291 1.0959 3.5871
H -5.1215 1.7249 -2.2106
H -4.4524 3.0695 -3.0990
H -5.0787 1.6786 -3.9898
H -1.8821 0.5930 -4.3883
H -2.4059 2.3277 -0.5214
H -0.8069 3.4206 -3.3923
H -0.8046 4.1711 -1.8334
H 1.4939 3.7503 -2.6415
H 1.1679 2.0820 -2.9381
H 0.6828 2.0585 -0.2603
H 1.6497 3.5404 -0.3117
H -2.8475 -0.2883 -0.2119
H -1.8787 -1.7552 -1.8911
H -0.5092 -2.7540 0.2585
H -1.0415 -1.6270 1.4550
H 1.1030 -0.4056 -0.1552
H 1.6006 -1.9847 0.3790
H 1.0328 -1.3771 2.7240
H 2.2955 -0.3847 2.0693
H -0.0369 0.8965 4.1296
C -5.8161 -3.3002 1.9667
S -4.0968 -3.7518 1.7088
O -3.3461 -2.4859 1.4965
C -4.3330 -4.4875 0.0877
H -5.8827 -2.7768 2.9177
H -6.1454 -2.6447 1.1607
H -6.4259 -4.2028 2.0018
H -4.7633 -3.7489 -0.5886
H -4.9862 -5.3555 0.1756
H -3.3581 -4.7994 -0.2807
C 6.1853 0.9609 2.2874
S 7.0371 0.8609 0.7096
O 6.2379 -0.0418 -0.1582
C 8.4381 -0.0949 1.3042
H 5.2482 1.4888 2.1219
H 5.9832 -0.0443 2.6573
H 6.8003 1.5152 2.9966
H 8.0843 -1.0285 1.7414
H 8.9881 0.4899 2.0414
H 9.0804 -0.3071 0.4526
*
```

Values from the calculation:
**Lowest unoccupied orbital energy**: 0.55 eV
**Kohn-Sham gap**: 9.25 eV

Charges computed using Löwdin, reported in e:
1. C -0.05
2. B -0.55
3. O 0.08
4. Si 0.56
5. C -0.27
6. C -0.38
7. C -0.61
8. I 0.89
9. O -0.41
10. Si 0.54
11. C -0.28
12. C -0.26
13. C -0.13
14. C -0.47
15. O 0.11
16. O 0.06
17. H 0.06
18. H 0.06
19. H 0.06
20. H 0.09
21. H 0.01
22. H 0.07
23. H 0.08
24. H 0.10
25. H 0.08
26. H -0.01
27. H 0.04
28. H 0.00
29. H -0.01
30. H 0.06
31. H 0.05
32. H 0.01
33. H 0.11
34. H 0.13
35. H 0.11
36. H 0.11
37. C -0.27
38. S 0.82
39. O -0.57
40. C -0.27
41. H 0.05
42. H 0.06
43. H 0.05
44. H 0.06
45. H 0.05
46. H 0.05
47. C -0.27
48. S 0.77
49. O -0.60
50. C -0.27
51. H 0.03
52. H 0.06
53. H 0.05
54. H 0.06
55. H 0.05
56. H 0.05

Entry 4:
# C12H32BNO2S2

3 unconnected molecules or ions with the total composition C12H32BNO2S2 (ωB97M-V/def2-TZVPD, OMol25).

The geometry in ORCA input format:
```
! wB97M-V def2-TZVPD RIJCOSX def2/J DEFGRID3
* xyz 0 1
C -1.0452 1.8470 -1.1561
C 0.2928 1.1281 -1.5641
C 0.1100 -0.3991 -1.7386
C 0.4779 -1.2559 -0.4883
B 0.0998 -0.6017 0.9111
N -0.4280 -1.3217 2.0714
C -1.5550 -0.6051 2.7206
C -1.1843 0.1143 4.0541
C 0.2726 0.6267 4.1385
C 0.5223 1.9666 3.3971
H -1.8772 1.1594 -1.4097
H -1.0286 1.8761 -0.0534
H -1.1428 2.8402 -1.5995
H 1.1004 1.3966 -0.8728
H 0.5738 1.5689 -2.5365
H -0.8992 -0.6109 -2.1160
H 0.7994 -0.7081 -2.5423
H 1.5749 -1.4075 -0.4924
H 0.0339 -2.2576 -0.6376
H 0.2933 0.5658 1.0519
H -0.8233 -2.1810 1.7084
H -2.3046 -1.3696 2.9775
H -2.0743 0.1078 2.0619
H -1.3566 -0.5497 4.9094
H -1.8358 0.9979 4.1352
H 1.0021 -0.1262 3.8155
H 0.4889 0.8049 5.2038
H 0.2919 2.8281 4.0405
H 1.5999 2.0419 3.1867
H -0.0391 2.0763 2.4655
C 4.6294 -0.2608 1.3831
S 4.9640 -1.4111 0.0366
O 3.6960 -1.5656 -0.7326
C 5.1354 -2.8715 1.0784
H 4.4469 0.7221 0.9525
H 3.7478 -0.5858 1.9371
H 5.4958 -0.2135 2.0434
H 4.2213 -3.0254 1.6524
H 5.9861 -2.7415 1.7478
H 5.3094 -3.7303 0.4329
C -2.6991 0.6764 -5.1217
S -3.8045 1.0852 -3.7589
O -3.4496 0.1940 -2.6173
C -5.2966 0.4182 -4.5178
H -1.6903 0.9750 -4.8414
H -2.7235 -0.3977 -5.3080
H -3.0059 1.2228 -6.0140
H -5.1558 -0.6391 -4.7432
H -5.5190 0.9736 -5.4293
H -6.1174 0.5343 -3.8126
*
```

Values from the calculation:
**Lowest unoccupied orbital energy**: 0.73 eV
**Kohn-Sham gap**: 9.66 eV

Charges computed using Löwdin, reported in e:
1. C -0.10
2. C -0.26
3. C -0.22
4. C -0.13
5. B -0.25
6. N 0.04
7. C -0.22
8. C -0.19
9. C -0.26
10. C -0.12
11. H 0.04
12. H 0.04
13. H 0.06
14. H 0.09
15. H 0.09
16. H 0.09
17. H 0.10
18. H 0.07
19. H 0.10
20. H 0.07
21. H 0.09
22. H 0.11
23. H 0.11
24. H 0.10
25. H 0.11
26. H 0.09
27. H 0.10
28. H 0.07
29. H 0.07
30. H 0.05
31. C -0.26
32. S 0.82
33. O -0.55
34. C -0.27
35. H 0.05
36. H 0.05
37. H 0.05
38. H 0.06
39. H 0.05
40. H 0.05
41. C -0.26
42. S 0.81
43. O -0.56
44. C -0.27
45. H 0.05
46. H 0.06
47. H 0.05
48. H 0.06
49. H 0.05
50. H 0.05